# 1
This record from the Open Molecules 2025 dataset describes one molecule with the formula C25H27N3O2S. The level of theory is wB97M-V/def2-TZVPD.

Structure (XYZ):
```
58
Properties=species:S:1:pos:R:3:forces:R:3
O -0.3893 -3.1735 -0.2632 -0.2 -0.3 0.0
C 0.0015 -2.0564 -0.5232 0.1 0.4 -0.1
N 1.2610 -1.6337 -0.3015 0.3 0.2 -0.1
H 1.5213 -0.6920 -0.5525 -0.1 0.0 0.0
C 2.2826 -2.4658 0.2975 -0.2 -0.3 0.1
H 1.9096 -3.4900 0.2217 0.1 0.1 0.0
C 2.5326 -2.0734 1.7658 0.0 0.0 0.0
C 3.7206 -1.1200 1.7065 0.0 -0.2 0.1
H 4.2202 -1.0125 2.6678 0.0 0.1 0.1
H 3.3981 -0.1322 1.3736 0.0 0.1 0.0
C 4.6135 -1.7652 0.6507 0.0 0.1 0.0
H 5.3445 -1.0701 0.2413 0.1 0.0 0.0
H 5.1509 -2.6051 1.0925 0.1 0.0 0.0
C 3.6343 -2.2696 -0.4160 0.1 -0.1 0.0
H 3.9811 -3.1924 -0.8766 0.0 0.0 -0.1
H 3.5198 -1.5273 -1.2075 0.0 0.0 -0.1
H 1.6472 -1.6277 2.2170 -0.1 -0.1 0.0
H 2.7981 -2.9615 2.3391 0.0 -0.1 0.1
C -0.8926 -0.9969 -1.1890 -0.1 -0.2 -0.3
C -2.3648 -1.1771 -0.9057 -0.2 -0.3 0.0
C -3.2920 -0.7822 -1.8641 0.1 -0.2 0.2
C -4.6402 -0.8598 -1.5589 0.1 0.1 -0.3
N -5.1000 -1.2978 -0.3995 -0.5 0.0 0.0
C -4.2194 -1.6931 0.5014 0.3 0.0 0.2
C -2.8473 -1.6521 0.3063 -0.1 0.0 -0.2
H -2.1800 -1.9998 1.0778 0.1 -0.1 0.1
H -4.6350 -2.0547 1.4326 0.1 0.0 0.1
H -5.3922 -0.5550 -2.2749 0.0 0.1 -0.1
H -2.9637 -0.4127 -2.8240 0.0 0.1 -0.1
N -0.4653 0.3562 -0.8402 -0.1 -0.4 0.1
C -0.0730 1.1805 -1.8429 0.1 0.4 0.0
O -0.0571 0.8224 -3.0044 0.0 0.1 -0.4
C 0.4816 2.5462 -1.4394 -0.2 -0.1 -0.3
C 1.8839 2.3358 -0.9696 0.3 0.2 0.5
C 2.8965 1.7319 -1.6501 -0.2 0.0 0.0
C 4.1052 1.6826 -0.9189 0.1 0.0 0.2
C 3.9948 2.2409 0.3119 -0.3 0.2 0.2
S 2.4099 2.8446 0.6067 0.2 -0.2 -0.6
H 4.7432 2.3447 1.0719 0.2 0.0 0.1
H 5.0146 1.2529 -1.2986 0.2 -0.1 0.0
H 2.7778 1.3428 -2.6458 -0.1 -0.1 -0.2
H 0.4866 3.1599 -2.3441 -0.1 -0.1 0.1
H -0.1244 3.0411 -0.6829 0.0 0.0 0.0
C -0.6682 0.7516 0.5375 -0.1 0.3 0.1
C -2.0508 1.3011 0.8174 0.0 0.1 0.1
C -2.8036 1.9269 -0.1655 0.1 0.0 0.1
C -4.0733 2.3985 0.1185 0.0 0.1 0.0
C -4.6003 2.2583 1.3894 -0.1 0.0 0.0
C -3.8486 1.6490 2.3795 0.0 0.0 0.1
C -2.5827 1.1730 2.0942 0.1 0.1 -0.1
H -2.0022 0.6888 2.8666 0.1 -0.1 0.1
H -4.2527 1.5354 3.3742 0.0 0.0 0.1
H -5.5941 2.6184 1.6068 -0.1 0.0 0.0
H -4.6527 2.8716 -0.6599 -0.1 0.0 -0.1
H -2.4118 2.0306 -1.1672 0.0 0.0 -0.1
H 0.0863 1.4870 0.8319 0.0 -0.2 0.0
H -0.5091 -0.1333 1.1608 0.1 0.1 0.0
H -0.7310 -1.0898 -2.2725 0.0 0.0 0.3
```
Forces are in eV/Å.

Its gap between HOMO and LUMO is 9.512 eV. As for the energy above the lowest of the compared OMol25 structures with the same formula, charge and spin: 0.088 eV. For the total energy, the calculation gives -1681.8344 a.u. Its SMILES is O=C(NC1CCCC1)[C@@H](c1ccncc1)N(Cc1ccccc1)C(=O)Cc1cccs1.

Here are the Löwdin charges for atoms 1 to 5, given in e: atom 1 (O): 0.09, atom 2 (C): -0.44, atom 3 (N): 0.12, atom 4 (H): 0.13, atom 5 (C): -0.28

---

# 2
This record from the Open Molecules 2025 dataset describes C25H27N5O3SSe2SiTe2Ti as an isolated structure at a distorted geometry. The level of theory is wB97M-V/def2-TZVPD.

Structure (XYZ):
```
67
Properties=species:S:1:pos:R:3:forces:R:3
Ti 0.1875 0.0630 0.3344 -2.4 -1.0 -0.8
Se -2.2742 0.1752 0.3750 -1.0 -0.7 0.0
Te -3.5838 -1.2194 -1.2532 0.2 0.1 -0.2
Te -1.4466 -2.0779 -2.7711 0.0 0.2 0.3
Se 0.0376 -0.1581 -2.2553 -0.2 0.2 -0.9
C -1.1215 -2.5141 2.4878 0.3 0.2 0.1
Si -0.5383 -0.9554 3.3955 -0.6 -0.7 0.3
C 0.8966 -1.4551 4.5171 -0.2 0.3 -0.1
C -2.0093 -0.2541 4.3517 0.3 0.0 -0.2
N -0.0282 0.2540 2.2004 0.5 0.0 0.2
C 0.1914 1.5727 2.5806 0.0 0.9 0.1
C 0.3953 2.0194 3.8873 0.0 -0.2 -0.1
C 0.5357 3.3667 4.1711 0.0 0.1 0.1
C 0.4742 4.3125 3.1624 0.0 -0.1 0.0
C 0.3040 3.9003 1.8486 0.0 0.0 -0.3
C 0.1960 2.5567 1.5777 -0.3 0.3 0.7
O 0.0259 2.0466 0.2764 0.9 1.4 0.2
C 0.3260 2.8761 -0.8337 -0.1 0.4 -0.5
C -0.6724 3.0491 -1.7760 -0.1 -0.1 0.3
C -0.3923 3.7698 -2.9263 0.1 0.0 0.0
C 0.8666 4.3168 -3.1168 0.0 0.0 0.0
C 1.8397 4.1749 -2.1371 0.0 0.0 0.0
C 1.5769 3.4520 -0.9845 0.0 -0.3 0.2
H -1.9667 -2.9492 3.0251 0.0 0.0 0.1
H -0.3259 -3.2622 2.4619 0.0 0.0 0.0
H -1.4549 -2.3086 1.4729 -0.1 0.0 0.0
H 0.9170 -2.5382 4.6485 -0.1 0.0 0.0
H 0.8228 -1.0026 5.5086 0.0 0.0 0.0
H 1.8418 -1.1496 4.0692 0.0 0.0 0.0
H -2.3599 -0.9734 5.0951 0.0 0.0 0.0
H -2.8329 -0.0439 3.6666 0.0 0.0 0.0
H -1.7614 0.6720 4.8704 0.0 0.0 0.0
H 0.4655 1.2913 4.6845 0.0 0.0 0.0
H 0.6945 3.6787 5.1952 0.0 0.0 0.0
H 0.5729 5.3659 3.3839 0.0 0.0 0.0
H 0.2687 4.6199 1.0423 0.0 0.0 0.0
H -1.6477 2.6155 -1.6040 0.0 -0.1 0.0
H -1.1539 3.8848 -3.6851 0.0 0.0 0.0
H 1.0975 4.8526 -4.0283 0.0 0.0 0.0
H 2.8169 4.6214 -2.2689 0.0 0.0 0.0
H 2.3236 3.3211 -0.2150 0.0 0.0 0.0
N 8.5375 0.3344 -1.3259 0.0 0.1 0.0
C 7.2732 0.3276 -0.7848 -0.2 0.0 0.1
C 6.9862 -0.4538 0.3415 0.1 0.0 -0.1
C 5.7387 -0.4079 0.9293 -0.1 0.0 0.0
C 4.7678 0.4209 0.3945 -0.3 0.0 0.0
C 5.0177 1.1802 -0.7401 0.0 0.0 0.0
C 6.2630 1.1331 -1.3283 0.0 0.0 0.0
S 3.1597 0.4903 1.0931 0.5 0.1 0.4
O 3.0656 -0.4428 2.1870 0.4 -0.1 0.0
O 2.8321 1.8636 1.3594 0.1 0.1 -0.2
N 2.1254 0.0004 -0.0941 1.2 0.1 0.4
C 2.1065 -1.3708 -0.2136 0.5 -1.3 -0.3
N 3.1870 -2.0749 -0.5096 -0.1 0.2 -0.1
C 3.0188 -3.3845 -0.6561 -0.1 0.1 0.0
C 1.7881 -4.0048 -0.5123 0.1 0.0 0.0
C 0.7181 -3.2030 -0.1724 -0.4 0.0 0.0
N 0.8750 -1.8908 -0.0031 0.9 -0.1 0.3
H 9.1657 -0.4053 -1.0697 0.0 0.0 -0.1
H 8.6548 0.7105 -2.2493 0.0 -0.1 0.0
H 7.7535 -1.1045 0.7442 0.0 0.0 0.0
H 5.5003 -1.0087 1.7969 0.0 0.0 0.0
H 4.2245 1.7901 -1.1559 0.1 0.0 -0.1
H 6.4686 1.7129 -2.2202 0.0 0.0 0.0
H 3.9140 -3.9437 -0.9057 0.0 -0.1 0.0
H 1.6623 -5.0676 -0.6506 0.0 0.0 0.0
H -0.2771 -3.5975 -0.0278 0.0 0.0 0.0
```
Forces are in eV/Å.

Its gap between HOMO and LUMO is 5.765 eV. As for the energy above the lowest of the compared OMol25 structures with the same formula, charge and spin: 0.650 eV. For the total energy, the calculation gives -8344.5785 a.u.

Here are the Löwdin charges for atoms 1 to 5, given in e: atom 1 (Ti): 0.52, atom 2 (Se): 0.05, atom 3 (Te): 0.19, atom 4 (Te): 0.22, atom 5 (Se): 0.05

---

- Which of these has the lowest gap between HOMO and LUMO?
  C25H27N5O3SSe2SiTe2Ti

---

- Number 1 is which compound?
  C25H27N3O2S